Entry 1:
# C28H67F3Li2N4O4

A molecular structure, C28H67F3Li2N4O4 (ωB97M-V with the def2-TZVPD basis set, the Open Molecules 2025 dataset).

The geometry in XYZ format:
```
108
Properties=species:S:1:pos:R:3:mulliken_charge:R:1
Li 0.024 -2.582 0.455 0.394
Li -1.037 -0.769 2.124 0.088
O -0.147 -2.537 2.409 -0.586
H 0.156 -3.189 3.071 -0.137
O -0.783 -0.879 0.198 0.367
H -0.616 -0.063 -0.313 -0.754
C 1.424 -6.320 -0.206 -1.508
C 0.792 -4.954 0.149 -0.456
N 1.122 -3.820 -0.755 0.721
C 0.708 -4.063 -2.147 -1.170
C -0.742 -3.739 -2.433 -0.807
C 2.544 -3.442 -0.677 -0.623
C 2.839 -2.914 0.686 -1.186
H 1.205 -7.014 0.606 0.457
H 2.512 -6.273 -0.223 0.294
H 0.963 -6.910 -0.998 0.362
H -0.292 -5.051 0.212 0.445
H 1.102 -4.746 1.172 0.364
H 1.167 -3.250 -2.709 0.380
H 1.053 -5.066 -2.400 0.405
H -1.241 -4.478 -1.806 0.290
H -1.082 -2.769 -2.072 -0.101
H -1.126 -3.851 -3.447 0.535
H 2.770 -2.699 -1.442 0.407
H 3.040 -4.329 -1.072 0.502
H 3.734 -2.292 0.660 0.450
H 3.025 -3.764 1.343 0.274
H 2.112 -2.187 1.047 0.215
C -1.121 5.017 -2.083 -1.406
C -1.143 3.501 -2.173 -0.058
N -0.023 2.837 -2.818 0.940
C 0.635 3.561 -3.983 -1.008
C -0.201 3.541 -5.257 -1.245
C -0.224 1.371 -2.956 -0.085
C 1.122 0.667 -3.018 -0.987
H -0.346 5.455 -1.454 0.271
H -2.092 5.465 -1.873 0.401
H -0.960 5.350 -3.109 0.379
H -1.130 3.130 -1.148 -0.128
H -2.062 3.183 -2.665 0.278
H 0.955 4.583 -3.783 0.482
H 1.588 3.042 -4.086 0.520
H 0.274 4.222 -5.964 0.427
H -0.146 2.648 -5.881 0.311
H -1.232 3.859 -5.102 0.227
H -0.813 0.981 -3.786 0.306
H -0.721 0.944 -2.085 -0.238
H 1.537 0.905 -3.997 0.454
H 1.011 -0.407 -2.869 0.016
H 1.731 1.082 -2.215 0.174
C 5.995 2.492 2.803 -1.541
C 4.665 1.959 2.519 -0.068
N 3.834 3.011 1.834 0.114
C 4.348 3.371 0.469 -0.117
C 3.482 4.407 -0.129 -1.421
C 2.371 2.742 1.930 -1.302
C 1.838 1.376 1.276 0.539
H 6.575 1.760 3.367 0.454
H 5.943 3.331 3.497 0.353
H 6.681 2.743 1.994 0.362
H 4.818 1.118 1.842 0.127
H 4.180 1.538 3.399 0.271
H 5.298 3.890 0.596 0.409
H 4.481 2.604 -0.294 0.240
H 3.063 5.025 0.665 0.414
H 3.985 5.114 -0.789 0.435
H 2.624 3.976 -0.643 0.151
H 1.676 3.538 1.661 0.380
H 2.111 2.686 2.988 0.320
H 1.862 1.421 0.187 -0.264
H 0.792 1.191 1.520 -0.259
H 2.428 0.514 1.590 0.331
C -1.911 2.539 1.981 -0.805
C -2.626 1.643 3.054 -1.167
N -1.801 0.469 3.510 1.148
C -2.581 -0.576 4.190 -0.696
C -3.530 -1.311 3.276 -0.967
C -0.700 0.987 4.369 -0.803
C 0.525 0.100 4.228 -0.907
H -2.651 3.219 1.558 0.547
H -1.543 1.927 1.158 -0.164
H -1.158 3.209 2.395 0.426
H -2.929 2.195 3.944 0.309
H -3.564 1.298 2.621 0.421
H -1.884 -1.272 4.658 0.352
H -3.080 -0.103 5.036 0.432
H -4.281 -0.626 2.884 0.325
H -2.895 -1.691 2.476 0.089
H -3.986 -2.223 3.663 0.431
H -1.062 1.105 5.390 0.403
H -0.397 1.994 4.080 0.364
H 0.823 -0.116 3.202 -0.021
H 0.420 -0.831 4.786 0.399
H 1.432 0.578 4.598 0.408
C -4.019 -0.904 -0.582 -0.611
C -4.002 -1.094 -2.119 -0.187
O -4.966 -2.005 -2.641 -0.365
C -4.774 -3.408 -2.537 0.412
O -3.738 -3.801 -2.037 -0.490
C -5.905 -4.308 -3.118 0.755
F -5.599 -5.318 -3.903 -0.228
F -6.676 -4.838 -2.127 -0.254
F -6.745 -3.499 -3.803 -0.249
H -4.948 -0.486 -0.195 0.396
H -3.176 -0.256 -0.342 -0.015
H -3.779 -1.873 -0.143 0.258
H -2.994 -1.413 -2.386 0.124
H -4.218 -0.108 -2.531 0.351
```

Results
Energy (eV): -52836.1022
Charge: 0

***

Entry 2:
# C28H69P

5 unconnected molecules or ions with the total composition C28H69P (ωB97M-V with the def2-TZVPD basis set, the Open Molecules 2025 dataset).

The geometry in XYZ format:
```
98
Properties=species:S:1:pos:R:3:mulliken_charge:R:1
C 9.271 -0.830 -0.148 -1.140
C 8.343 -0.488 1.018 -0.328
C 7.307 0.584 0.674 -0.810
C 6.191 0.093 -0.235 -0.736
P 4.975 -1.103 0.610 0.374
H 8.858 -1.589 -0.816 0.285
H 10.237 -1.202 0.196 0.358
H 9.471 0.061 -0.751 0.291
H 8.930 -0.165 1.881 0.347
H 7.818 -1.395 1.344 0.213
H 7.817 1.444 0.222 0.392
H 6.866 0.970 1.604 0.392
H 6.582 -0.424 -1.122 0.400
H 5.596 0.938 -0.603 0.249
H 5.693 -2.257 0.196 0.026
H 3.907 -0.689 -0.239 -0.233
H 5.201 -0.453 1.870 0.038
H 4.014 -1.987 1.288 -0.106
C 1.474 3.841 -4.140 -1.451
C 0.849 2.656 -3.415 -0.325
C 1.655 2.191 -2.205 0.108
C 3.066 1.692 -2.520 -0.396
C 3.109 0.514 -3.498 -0.864
C 2.222 -0.632 -3.028 -0.564
H 2.451 3.589 -4.555 0.298
H 0.846 4.182 -4.964 0.433
H 1.615 4.682 -3.457 0.305
H 0.715 1.827 -4.118 0.289
H -0.155 2.925 -3.076 0.198
H 1.101 1.404 -1.686 -0.356
H 1.728 3.019 -1.491 0.528
H 3.521 1.371 -1.578 -0.101
H 3.688 2.510 -2.893 0.541
H 4.143 0.176 -3.601 0.487
H 2.794 0.838 -4.495 0.318
H 2.484 -0.919 -2.006 -0.188
H 2.290 -1.517 -3.661 0.469
H 1.176 -0.321 -3.009 0.257
C -1.904 -2.489 1.744 -0.637
C -0.783 -3.497 1.964 -0.973
C 0.606 -2.872 1.835 -0.903
C 0.875 -2.222 0.478 1.708
C 0.750 -3.159 -0.723 -0.352
C 1.747 -4.310 -0.690 -1.341
H -1.882 -2.077 0.732 0.284
H -2.888 -2.938 1.890 0.215
H -1.812 -1.650 2.440 0.243
H -0.888 -4.323 1.254 0.278
H -0.880 -3.942 2.958 0.451
H 1.370 -3.625 2.043 0.447
H 0.719 -2.107 2.610 0.365
H 1.888 -1.806 0.494 -0.551
H 0.199 -1.373 0.343 -0.960
H 0.900 -2.577 -1.635 0.200
H -0.269 -3.554 -0.786 0.443
H 2.771 -3.932 -0.621 0.181
H 1.678 -4.927 -1.587 0.422
H 1.584 -4.962 0.170 0.338
C -6.143 -3.062 3.056 -1.229
C -6.153 -2.675 1.582 -0.638
C -5.589 -1.280 1.318 0.086
C -6.338 -0.140 2.012 -0.759
C -7.830 -0.064 1.689 -0.468
C -8.122 0.124 0.205 -1.180
H -6.782 -2.405 3.649 0.307
H -6.496 -4.083 3.204 0.399
H -5.133 -2.994 3.469 0.251
H -7.172 -2.745 1.192 0.416
H -5.565 -3.400 1.013 0.394
H -5.569 -1.101 0.240 0.388
H -4.545 -1.257 1.646 -0.198
H -5.866 0.807 1.730 0.307
H -6.213 -0.226 3.095 0.385
H -8.268 0.763 2.253 0.393
H -8.332 -0.968 2.047 0.220
H -7.627 1.020 -0.178 0.280
H -9.191 0.228 0.019 0.385
H -7.768 -0.723 -0.385 0.282
C -0.607 1.047 1.075 -0.746
C -2.043 1.499 0.834 0.313
C -2.212 2.330 -0.438 -0.936
C -1.408 3.632 -0.472 0.011
C -1.709 4.612 0.660 -0.660
C -3.158 5.083 0.687 -1.199
H 0.065 1.895 1.225 0.439
H -0.531 0.407 1.955 0.377
H -0.230 0.480 0.219 -0.163
H -2.400 2.066 1.699 0.288
H -2.690 0.620 0.765 -0.226
H -3.273 2.549 -0.588 0.426
H -1.908 1.717 -1.295 0.350
H -1.599 4.129 -1.429 0.515
H -0.341 3.394 -0.466 -0.315
H -1.046 5.475 0.558 0.474
H -1.457 4.154 1.622 0.256
H -3.435 5.542 -0.265 0.293
H -3.324 5.820 1.473 0.404
H -3.846 4.255 0.864 0.223
```

Results
Energy (eV): -39442.4489
SMILES string: CCCC[PH4].CCCCCC.CCCCCC.CCCCCC.CCCCCC
Charge: 0

***

Entry 3:
# C28H70F2K2NO18S2

A molecular structure, C28H70F2K2NO18S2 (ωB97M-V with the def2-TZVPD basis set, the Open Molecules 2025 dataset).

The geometry in XYZ format:
```
123
Properties=species:S:1:pos:R:3:mulliken_charge:R:1
K 0.214 -2.235 -2.707 0.858
K -1.995 -2.605 0.342 0.973
N -0.473 -0.417 -0.558 -0.018
S -1.380 0.774 -1.239 1.197
O -0.789 1.375 -2.372 -0.479
O -2.242 1.523 -0.415 -0.787
F -2.402 -0.285 -1.925 -0.200
S 0.628 0.460 0.208 0.785
O 0.223 0.847 1.511 -0.624
O 1.395 1.342 -0.554 -0.460
F 1.628 -0.772 0.515 -0.310
C -2.888 7.044 -1.353 -0.652
O -3.191 6.041 -2.304 -0.370
C -2.110 5.481 -3.010 -0.795
C -1.121 4.668 -2.231 0.373
O -0.194 5.479 -1.532 -0.414
C 0.824 4.735 -0.922 -0.614
H -3.335 6.792 -0.390 0.234
H -3.316 8.006 -1.663 0.258
H -1.821 7.204 -1.233 0.314
H -1.563 6.229 -3.605 0.331
H -2.565 4.824 -3.758 0.335
H -0.554 3.990 -2.893 0.320
H -1.589 3.941 -1.544 -0.079
H 1.139 3.887 -1.541 0.211
H 0.595 4.417 0.101 0.275
H 1.703 5.381 -0.838 0.308
C -6.416 -1.475 -4.231 -0.624
O -7.136 -1.088 -3.075 -0.271
C -7.836 0.143 -3.227 -0.670
C -7.088 1.246 -2.545 -0.074
O -6.012 1.611 -3.401 -0.375
C -4.980 2.267 -2.692 -0.391
H -5.591 -0.780 -4.433 0.208
H -7.071 -1.595 -5.092 0.358
H -5.899 -2.398 -3.955 0.175
H -8.838 0.012 -2.812 0.421
H -7.974 0.410 -4.278 0.367
H -6.675 0.873 -1.601 -0.038
H -7.716 2.128 -2.373 0.358
H -4.563 1.619 -1.913 0.002
H -5.294 3.245 -2.319 0.413
H -4.182 2.416 -3.423 0.151
C 0.091 -0.061 9.308 -0.705
O -0.771 -0.961 8.661 -0.395
C -0.175 -1.652 7.598 -0.564
C 0.170 -0.757 6.425 -0.279
O 0.686 -1.550 5.387 -0.354
C 0.857 -0.820 4.212 -0.333
H 0.161 0.904 8.791 0.245
H 1.121 -0.443 9.368 0.338
H -0.234 0.119 10.331 0.255
H -0.872 -2.424 7.257 0.299
H 0.707 -2.219 7.930 0.355
H 0.973 -0.070 6.739 0.300
H -0.710 -0.158 6.159 0.275
H 1.187 -1.450 3.388 0.029
H 1.613 -0.025 4.319 0.435
H -0.054 -0.283 3.922 0.075
C -2.345 -0.883 -5.036 -0.832
O -0.989 -1.302 -5.032 -0.109
C -0.549 -1.838 -6.266 -0.626
C 0.790 -2.500 -6.087 -0.620
O 0.667 -3.527 -5.107 -0.358
C 1.961 -4.048 -4.790 -0.767
H -3.023 -1.673 -4.689 0.325
H -2.648 -0.559 -6.034 0.427
H -2.475 -0.052 -4.347 0.121
H -0.391 -1.024 -6.983 0.359
H -1.261 -2.563 -6.668 0.414
H 1.601 -1.804 -5.834 0.400
H 1.072 -2.972 -7.036 0.397
H 2.405 -3.277 -4.159 0.336
H 2.575 -4.228 -5.671 0.330
H 1.788 -4.959 -4.222 0.225
C 6.496 3.191 0.287 -0.611
O 5.246 2.678 0.713 -0.383
C 4.880 1.408 0.191 -0.407
C 5.893 0.304 0.299 -0.115
O 6.985 0.506 -0.555 -0.396
C 7.968 -0.489 -0.300 -0.604
H 6.597 3.172 -0.804 0.279
H 7.303 2.584 0.699 0.189
H 6.559 4.216 0.640 0.265
H 4.718 1.611 -0.884 0.235
H 3.942 1.151 0.675 0.156
H 5.430 -0.674 0.091 0.348
H 6.200 0.267 1.360 0.180
H 7.547 -1.439 -0.643 0.251
H 8.152 -0.486 0.779 0.186
H 8.884 -0.225 -0.820 0.365
C -2.779 -0.223 2.744 -0.494
O -3.595 -1.172 2.026 -0.305
C -4.758 -0.607 1.458 -0.246
C -5.582 -1.620 0.720 -0.675
O -4.837 -2.246 -0.301 -0.067
C -5.558 -3.287 -0.936 -0.885
H -1.834 -0.739 2.870 0.052
H -3.245 0.010 3.703 0.308
H -2.692 0.692 2.156 0.337
H -4.495 0.232 0.792 0.095
H -5.385 -0.148 2.234 0.391
H -6.486 -1.152 0.321 0.331
H -5.904 -2.337 1.495 0.362
H -6.567 -2.958 -1.202 0.296
H -5.587 -4.167 -0.288 0.325
H -5.081 -3.515 -1.890 0.215
C 7.441 -3.576 1.716 -0.494
O 7.233 -3.574 3.108 -0.394
C 7.162 -2.267 3.665 -0.261
C 5.756 -1.918 4.081 -0.665
O 4.906 -1.632 2.982 -0.106
C 3.865 -2.573 2.826 -0.370
H 6.499 -3.279 1.231 0.129
H 7.706 -4.577 1.386 0.324
H 8.210 -2.844 1.460 0.246
H 7.564 -1.505 2.992 0.047
H 7.783 -2.284 4.566 0.352
H 5.849 -1.021 4.714 0.366
H 5.368 -2.679 4.763 0.446
H 3.398 -2.864 3.772 0.334
H 4.266 -3.490 2.374 0.278
H 3.103 -2.148 2.172 -0.187
```

Results
Energy (eV): -128259.3205
Charge: +1
Relative energy (zero: lowest compared OMol25 entry of this formula, charge and spin) (eV): 0.0000

***

Entry 4:
# C28H72F12N6O18S4

10 unconnected molecules or ions with the total composition C28H72F12N6O18S4 (ωB97M-V with the def2-TZVPD basis set, the Open Molecules 2025 dataset).

The geometry in XYZ format:
```
140
Properties=species:S:1:pos:R:3:mulliken_charge:R:1
C -0.117 -21.223 9.764 -1.362
C -1.169 -20.118 9.826 0.219
C -2.373 -20.370 8.877 -0.665
O -3.298 -19.279 8.776 -0.336
C -3.950 -19.035 7.542 -0.770
N -1.732 -20.018 11.249 -0.306
H -2.233 -20.845 11.540 0.358
H -1.052 -19.943 11.992 0.364
H -2.304 -19.191 11.347 0.347
H 0.742 -20.920 10.362 0.410
H 0.216 -21.368 8.736 0.388
H -0.418 -22.192 10.161 0.393
H -0.714 -19.150 9.618 0.253
H -2.994 -21.236 9.110 0.380
H -1.828 -20.437 7.935 0.386
H -4.554 -19.838 7.119 0.332
H -3.241 -18.913 6.723 0.315
H -4.503 -18.097 7.501 0.293
C 1.978 -6.379 -3.605 -1.431
C 2.711 -7.794 -3.675 0.019
C 1.977 -8.952 -4.365 -0.573
O 2.817 -10.112 -4.623 -0.393
C 2.681 -11.026 -3.648 -0.669
N 4.093 -7.624 -4.246 -0.180
H 4.546 -8.519 -4.127 0.352
H 4.018 -7.289 -5.196 0.346
H 4.542 -6.895 -3.711 0.368
H 1.029 -6.462 -3.074 0.380
H 1.794 -5.885 -4.559 0.403
H 2.586 -5.617 -3.117 0.418
H 2.921 -7.986 -2.623 0.280
H 1.673 -8.534 -5.325 0.349
H 1.113 -9.163 -3.734 0.452
H 3.214 -10.683 -2.761 0.275
H 3.056 -12.016 -3.907 0.264
H 1.617 -11.211 -3.500 0.341
C 7.609 -7.881 2.641 -1.488
C 8.520 -6.838 3.309 0.204
C 9.828 -6.648 2.542 -0.737
O 10.476 -5.517 3.144 -0.325
C 11.442 -4.906 2.324 -0.719
N 7.746 -5.561 3.445 -0.215
H 7.863 -5.051 2.581 0.336
H 6.772 -5.739 3.646 0.347
H 8.120 -5.028 4.217 0.368
H 6.633 -8.087 3.081 0.437
H 8.025 -8.888 2.664 0.384
H 7.444 -7.650 1.589 0.378
H 8.668 -7.149 4.343 0.309
H 9.535 -6.484 1.505 0.413
H 10.454 -7.533 2.657 0.427
H 11.701 -3.946 2.770 0.256
H 11.082 -4.758 1.305 0.332
H 12.357 -5.498 2.332 0.293
C -0.162 -21.767 -2.142 -1.506
C 0.816 -21.659 -3.256 0.213
C 0.328 -20.660 -4.438 -0.711
O 1.470 -20.490 -5.331 -0.332
C 1.160 -19.596 -6.425 -0.773
N 2.088 -21.097 -2.696 -0.277
H 2.818 -21.047 -3.393 0.351
H 1.983 -20.169 -2.312 0.344
H 2.342 -21.609 -1.863 0.368
H -1.130 -22.165 -2.448 0.384
H -0.474 -20.820 -1.703 0.415
H 0.128 -22.448 -1.341 0.438
H 1.067 -22.625 -3.694 0.290
H 0.105 -19.695 -3.984 0.433
H -0.489 -21.073 -5.030 0.440
H 2.046 -19.247 -6.957 0.285
H 0.812 -18.676 -5.956 0.333
H 0.385 -19.896 -7.131 0.303
C 12.186 -19.543 1.547 -1.396
C 11.370 -18.495 2.226 0.407
C 12.062 -17.202 2.633 -0.769
O 11.975 -16.234 1.562 -0.375
C 12.298 -14.966 1.978 -0.794
N 10.052 -18.243 1.392 -0.381
H 9.418 -19.025 1.311 0.357
H 9.457 -17.566 1.847 0.341
H 10.179 -17.890 0.454 0.369
H 13.222 -19.419 1.861 0.338
H 12.302 -19.382 0.475 0.404
H 11.874 -20.568 1.746 0.396
H 11.025 -18.918 3.170 0.278
H 13.105 -17.319 2.925 0.439
H 11.621 -16.840 3.562 0.458
H 12.426 -14.372 1.074 0.261
H 12.994 -14.914 2.816 0.339
H 11.362 -14.538 2.337 0.327
C -2.840 -11.684 7.495 -1.391
C -3.384 -12.153 6.171 0.287
C -4.866 -11.747 5.982 -0.738
O -5.244 -12.240 4.732 -0.339
C -6.674 -12.222 4.537 -0.757
N -2.572 -11.609 4.986 -0.311
H -2.264 -10.648 5.012 0.351
H -1.694 -12.072 4.798 0.365
H -3.096 -11.730 4.131 0.359
H -2.540 -10.638 7.438 0.365
H -1.911 -12.228 7.666 0.411
H -3.484 -11.866 8.356 0.386
H -3.286 -13.236 6.092 0.298
H -5.039 -10.682 6.137 0.381
H -5.315 -12.288 6.816 0.427
H -7.223 -12.359 5.469 0.327
H -7.044 -13.019 3.892 0.272
H -6.869 -11.208 4.187 0.305
C -4.390 -15.192 -1.205 0.594
F -4.498 -16.102 -2.127 -0.225
F -5.375 -15.420 -0.322 -0.242
F -3.216 -15.391 -0.616 -0.231
S -4.572 -13.314 -1.820 1.079
O -3.973 -13.278 -3.153 -0.672
O -5.990 -12.973 -1.872 -0.632
O -3.807 -12.479 -0.855 -0.672
C 5.595 -11.275 9.301 0.552
F 6.718 -11.738 8.703 -0.203
F 5.762 -10.013 9.770 -0.226
F 4.458 -11.321 8.533 -0.221
S 5.325 -12.346 10.911 1.071
O 4.012 -12.085 11.453 -0.651
O 5.506 -13.704 10.437 -0.667
O 6.405 -12.056 11.859 -0.656
C 2.501 -17.045 4.365 0.585
F 2.352 -16.521 5.581 -0.211
F 3.075 -18.241 4.504 -0.222
F 1.334 -17.279 3.733 -0.236
S 3.516 -15.981 3.132 1.053
O 3.382 -16.806 1.884 -0.653
O 2.862 -14.645 3.206 -0.661
O 4.898 -15.963 3.667 -0.654
C 4.931 -25.880 5.008 0.579
F 4.951 -26.933 4.180 -0.231
F 3.788 -25.216 4.964 -0.210
F 5.195 -26.374 6.210 -0.220
S 6.401 -24.594 4.546 1.040
O 6.494 -23.694 5.716 -0.653
O 7.648 -25.379 4.407 -0.634
O 5.861 -23.903 3.339 -0.671
```

Results
Energy (eV): -151921.5203
Charge: +2
Relative energy (zero: lowest compared OMol25 entry of this formula, charge and spin) (eV): 10.8197

***

> Look up the energy of the third one.

-128259.3205 eV